Formula: C32H34Cl2N4OS2W
Source: the OMol25 dataset
Level of theory: wB97M-V/def2-TZVPD

## Properties
ΔE to the lowest compared entry with this formula, charge and spin	0.0	kJ/mol
frontier orbital gap (alpha / beta)	6.47 / 6.32	eV
HOMO (alpha / beta)	-13.6862 / -13.6117	eV

```
! RIJCOSX wB97M-V def2-TZVPD def2/J DEFGRID3
* xyz 2 1
C -2.88854 4.07686 -3.76200
N -0.38331 2.15966 1.91358
H -1.26003 -0.65374 2.48315
H -2.38475 -4.78185 -0.90177
C 3.48455 1.84867 0.56372
C -3.62710 -2.68959 1.22308
Cl -0.20401 3.61452 -0.85189
O -3.14340 -1.74489 3.35919
C 3.67597 1.61756 -0.80650
H 0.69787 -4.18575 -0.38343
C 4.57738 1.86733 1.44654
H 2.51209 1.93462 -2.60944
C 1.91814 2.93578 1.95922
S 0.84577 -0.79391 0.86483
H -1.03125 -5.87140 -1.25358
H -1.62363 -3.38870 0.39400
H -2.49041 1.95390 2.25876
C 2.65577 -0.19765 -2.24185
H 3.93759 -0.40576 2.87967
H 0.79746 -2.57026 -1.09450
C -3.35643 2.78893 -3.96122
H -0.01828 -4.14099 -2.77369
H -3.28091 4.88964 -4.35727
C -4.31424 -3.82272 1.65484
C -0.71615 -3.85185 -1.98669
H -3.25245 -1.33575 -0.41335
H 2.75444 -0.87966 -1.39820
H 5.25919 2.31271 3.41902
C -5.11967 -4.51457 0.76395
H 1.77309 -0.46383 -2.82501
C -1.44261 3.27546 -2.06596
S -1.22892 0.61221 -1.29717
C -1.61652 -5.03496 -1.64004
C 4.96717 1.61482 -1.31270
N -1.59308 -1.31242 1.78913
C -1.38158 3.44823 3.45971
C 4.48913 1.69704 2.95138
C -5.26432 -4.05877 -0.53962
H 4.68428 0.09473 4.40376
C -4.59545 -2.91564 -0.96432
C -2.84318 -1.92359 2.21642
N 2.15136 2.06781 1.02081
H -5.64784 -5.40015 1.09036
C -0.01185 3.81363 3.41352
H 0.47618 4.56120 4.02060
H 5.12162 1.47521 -2.37668
C 2.57652 1.24606 -1.76307
C 0.11410 -3.36489 -0.80336
N -0.77513 -2.84762 0.24866
H -2.13439 3.86504 4.10885
H 7.05822 1.79645 -0.88021
H 1.53936 1.41569 -1.34826
H -4.72912 -2.55266 -1.97533
H 3.52909 -0.32877 -2.87944
C 0.58582 3.02967 2.46007
Cl -3.45460 0.14653 -3.46373
C -0.64761 -1.75303 0.93304
H -4.21480 -4.14647 2.68316
H -2.14520 -5.38197 -2.52656
C 6.05603 1.77743 -0.47424
H 5.67741 -0.12916 2.96062
H -5.90950 -4.59106 -1.22602
H -1.30331 -3.01546 -2.37617
C -2.85291 1.74196 -3.20478
C -1.87087 1.96546 -2.23536
C 5.85421 1.85601 0.89102
C -1.91961 4.33576 -2.80292
H 3.54377 2.01703 3.38123
H 2.68985 3.59553 2.33806
W 0.26353 1.32958 0.24287
C -1.57925 2.46313 2.53271
C 4.71218 0.22574 3.32201
H -1.54929 5.33819 -2.63599
C -3.76807 -2.23365 -0.09070
H 6.70866 1.89250 1.55651
H -4.11422 2.58487 -4.70502
*
```